# 1
DFT (the ωB97M-V functional and the def2-TZVPD basis) results for a structure of composition C20H32IrN4OS4 in a non-equilibrium geometry.

Charge   +4
Orbital gap (spin up / spin down)   8.827 / 5.694 eV
LUMO level (spin up / spin down)   -11.1 / -15.2 eV
Spin multiplicity   6
<S²>   8.775
Highest occupied orbital energy (spin up / spin down)   -19.928 / -20.865 eV

Last column: Löwdin spin population.
CARTESIAN COORDINATES (ANGSTROEM)
1 H -0.48891 -3.29247 2.63196  0.0002
2 C 1.54108 -2.53394 2.47747  0.0207
3 N -3.73362 -0.77962 -0.42126  0.0082
4 H -1.71233 1.71503 2.59713  0.0002
5 H -3.87248 -2.73723 0.21117  -0.0001
6 C -3.94592 1.62472 -0.66504  0.0061
7 N 0.94971 0.27636 -2.52112  0.1001
8 H 2.58343 1.05111 2.59717  0.0013
9 H 3.85390 -0.84961 1.92675  0.0000
10 S 2.68362 0.44229 0.28436  0.1947
11 S 0.04746 2.02674 1.07014  0.1754
12 H -2.53923 -1.84048 0.89419  -0.0004
13 Ir 0.16132 -0.39894 -0.11903  2.6853
14 H 0.16647 -4.25447 -3.61481  0.0004
15 C -3.14851 0.39504 -0.36991  0.0150
16 C -1.23272 1.20699 -3.42451  0.0477
17 H -2.18882 -5.09859 -3.38992  0.0000
18 C 0.17842 0.84481 -3.49213  0.2374
19 C -3.08358 -2.02773 -0.02704  0.0000
20 N 0.94163 1.05615 -4.62175  0.0486
21 H -3.81927 1.89409 -1.71619  0.0001
22 H 2.98541 0.70047 -5.12594  0.0098
23 C -0.52852 -3.80479 -2.91908  0.0035
24 C 3.30646 -2.23566 0.33384  0.0185
25 C 2.18088 0.64375 -4.40365  0.3105
26 H 4.78414 -0.68025 0.44771  0.0059
27 H 1.95760 3.28178 0.56033  0.0005
28 C 0.10628 -2.43726 2.95615  0.0180
29 C 2.74557 1.60343 1.67408  0.0208
30 C -0.62937 1.68488 2.72081  0.0143
31 H 0.88737 -2.38876 -2.19670  0.0023
32 C -2.64686 -3.66442 -1.85285  0.0037
33 H -1.60347 1.09654 -2.41195  0.0006
34 H 3.43092 -2.34075 -0.74564  -0.0003
35 H 2.13655 -1.69944 2.84485  0.0005
36 H -1.80551 0.57076 -4.11210  0.0204
37 H 3.74736 2.03637 1.69845  0.0053
38 C -2.17813 -2.61479 -1.07830  0.0086
39 H 2.00194 -3.46547 2.81293  0.0060
40 C 3.78733 -0.88734 0.84058  0.0170
41 N -0.91504 -2.14272 -1.21307  0.0948
42 H 3.88573 -3.04503 0.78407  0.0065
43 H -4.71419 -0.80498 -0.66902  0.0001
44 C -0.13062 -2.75287 -2.12419  0.0087
45 H -1.37287 2.23756 -3.76812  0.0142
46 S 1.56084 -2.56392 0.66162  0.2137
47 H -0.35623 2.54124 3.33977  0.0041
48 S -0.73637 -0.97429 2.31781  0.1895
49 H -3.65844 -4.01933 -1.70347  0.0007
50 C 1.69996 2.67145 1.42724  0.0157
51 H 0.60209 1.48430 -5.48187  -0.0012
52 C -1.82834 -4.27285 -2.79002  -0.0006
53 C 2.16217 0.14587 -3.04486  0.2713
54 O -1.91013 0.51464 -0.08293  0.1308
55 H -3.57503 2.44923 -0.06042  0.0002
56 H 3.01196 -0.26585 -2.52364  0.0087
57 H -5.00927 1.48265 -0.48121  0.0012
58 C -0.19542 0.38299 3.37971  0.0192
59 H 1.62272 3.35018 2.27836  0.0040
60 H 0.05825 -2.41163 4.04642  0.0048
61 H -0.71884 0.26856 4.33128  0.0062
62 H 0.87448 0.33356 3.57036  0.0007



# 2
DFT (the ωB97M-V functional and the def2-TZVPD basis) results for a structure of composition C20H32IrN5O5S3 in a non-equilibrium geometry.

Charge   +1
Orbital gap (spin up / spin down)   6.628 / 5.735 eV
LUMO level (spin up / spin down)   -3.9 / -4.8 eV
Spin multiplicity   2
<S²>   0.954
Highest occupied orbital energy (spin up / spin down)   -10.558 / -10.546 eV

Last column: natural (NBO) charge in e.
CARTESIAN COORDINATES (ANGSTROEM)
1 N 1.40150 -4.47507 0.12508  -0.5760
2 C 2.38393 0.83899 -5.58089  -0.1659
3 C 2.87683 1.04010 2.93793  -0.3585
4 H 2.03176 -0.15039 5.36781  0.2531
5 N 2.16069 1.05440 0.67368  -0.2545
6 H 2.04485 1.60948 5.42234  0.2495
7 C -3.51005 -1.67911 -1.68651  -0.6094
8 O 0.32180 1.07681 -1.03817  -0.6243
9 H 4.66742 2.18987 0.55753  0.2522
10 C -4.21007 -1.18153 0.66392  -0.6263
11 C 0.79489 0.92095 -3.78420  -0.1821
12 H 4.80491 0.44268 0.45099  0.2562
13 H -0.22526 0.95017 -3.42651  0.2222
14 O -1.24328 2.71617 2.26898  -0.9455
15 C -4.16776 0.65775 -1.04225  -0.6332
16 H -1.82553 -0.14216 1.71857  0.3991
17 H -2.49475 1.15375 0.95567  0.3830
18 H 3.96462 0.89107 -2.58494  0.2341
19 N -1.81417 0.39801 0.85521  -0.6130
20 S -0.77150 4.03092 1.69490  2.3719
21 S 0.87076 -1.90185 -0.29204  -0.2170
22 H -2.93400 4.88318 1.80551  0.2624
23 H -4.53540 -1.96010 -1.92533  0.2214
24 H -3.66970 -2.04333 1.05976  0.2233
25 C 3.42739 0.83821 -4.66390  -0.2116
26 O 0.09778 3.64563 0.53333  -0.9431
27 S -0.99236 -3.96415 0.82309  0.3041
28 H -5.18751 0.45440 -1.36958  0.2316
29 O -0.15843 4.91529 2.62196  -0.8922
30 H 1.41369 -6.56774 0.28228  0.2237
31 C -0.47305 -5.71254 0.93833  -0.5336
32 N 2.54623 1.03617 -0.57620  -0.3075
33 C 3.14992 1.12260 1.60249  0.2959
34 H -0.81503 -6.10697 1.89102  0.2422
35 H 0.49173 0.73712 5.33771  0.2479
36 C 1.53125 1.02019 -1.42971  0.6049
37 C 1.84069 0.93379 -2.86051  -0.0811
38 H 0.25574 0.87746 -5.85368  0.2235
39 H -4.22703 1.39625 -0.23652  0.1907
40 H -5.22055 -1.49358 0.40300  0.2298
41 C 1.60125 0.77565 3.50896  0.5875
42 H -3.62014 1.09951 -1.87738  0.2134
43 H -1.51666 -0.14637 -1.03804  0.3888
44 C 1.05099 -5.69973 0.83022  -0.2252
45 H -4.29136 -0.42499 1.44780  0.2004
46 Ir 0.08242 1.51213 0.99652  1.4246
47 H 4.45157 0.82002 -5.01105  0.2264
48 C -2.20005 4.79996 1.00636  -0.8903
49 H 1.51000 -5.70146 1.82212  0.2009
50 C -3.49529 -0.63875 -0.57306  0.1021
51 H 5.25205 1.26607 1.96018  0.2315
52 H 3.69979 1.16039 3.62674  0.2360
53 H -2.56572 4.17589 0.19461  0.2460
54 C 4.55949 1.26385 1.12366  -0.6598
55 N -2.07278 -0.44308 -0.24554  -0.4696
56 H -2.96413 -2.56798 -1.36925  0.2304
57 C 1.06718 0.87181 -5.13857  -0.1999
58 H 2.34366 -4.31197 -0.19412  0.4232
59 C 0.54810 -3.44986 0.18536  -0.0609
60 C 1.52545 0.74735 5.00496  -0.6999
61 H -1.90639 5.78371 0.64908  0.2704
62 H -0.94582 -6.26738 0.13126  0.2294
63 O 0.56255 0.51953 2.85928  -0.6218
64 H 2.59736 0.80611 -6.64096  0.2258
65 H -3.03798 -1.29026 -2.59174  0.2109
66 C 3.16148 0.88697 -3.30758  -0.1685



# 3
DFT (the ωB97M-V functional and the def2-TZVPD basis) results for an isolated molecule of C20H32N2O5S in a non-equilibrium geometry.

Charge   0
Orbital gap   9.414 eV
LUMO level   0.7 eV
Spin multiplicity   1
SMILES   CN(C[C@@H](O)COc1ccc(S(=O)(=O)N2CCOCC2)cc1)C1CCCCC1
Highest occupied orbital energy   -8.760 eV

Last column: natural (NBO) charge in e.
CARTESIAN COORDINATES (ANGSTROEM)
1 C -0.65759 -3.08143 4.88368  -0.0893
2 O 0.55396 3.82975 -3.39139  -0.7300
3 H -0.04498 3.10516 0.68021  0.2369
4 H 3.31073 2.34754 -2.22985  0.1710
5 C -3.36203 0.70102 -1.79003  -0.3978
6 C -0.12838 1.10067 -5.43690  -0.4057
7 O -1.56464 -1.63269 1.67444  -0.9458
8 C 2.15308 0.77091 -0.38855  -0.2691
9 N -0.38707 1.41881 -4.04710  -0.4761
10 C -2.09833 1.41154 -2.26810  -0.4038
11 H 2.10006 -1.13297 3.20356  0.2188
12 H -1.90718 -1.57225 3.95038  0.2417
13 C -1.15753 -0.77513 -3.03904  -0.4275
14 H 0.53305 1.28249 -2.21465  0.2154
15 H -0.92235 1.11090 1.91966  0.2384
16 O 0.64134 -3.19568 5.42410  -0.5240
17 H -3.97990 -1.24453 -1.10158  0.2073
18 O 1.86204 3.13314 -0.94089  -0.4885
19 S -0.15209 -1.60891 1.92164  2.3191
20 H 1.56924 -3.48478 3.60150  0.1925
21 C -1.49515 0.66194 -3.46022  -0.0307
22 H -1.05087 1.19784 -6.00709  0.2037
23 H -3.13135 -1.55535 -3.39036  0.1894
24 C -0.94590 -1.64018 4.45840  -0.2610
25 H -0.71941 -1.31659 -3.88111  0.2048
26 H -2.16851 -2.50634 -2.25363  0.2127
27 H -0.93450 -0.97868 5.33063  0.2040
28 H 1.57715 -0.68728 4.85030  0.2080
29 C 1.61938 -2.82285 4.47682  -0.0959
30 N 0.06327 -1.16842 3.52912  -0.6736
31 H -2.38509 -0.76243 -0.53677  0.2137
32 H 2.12302 -1.29457 0.20782  0.2442
33 H -0.42893 -0.76542 -2.22485  0.1993
34 H 0.59571 1.81106 -5.83346  0.2010
35 C 1.41314 -1.37604 4.01497  -0.2584
36 C 0.42060 2.13650 0.59325  -0.2550
37 H -0.27150 3.40779 -3.68676  0.4924
38 H -1.34336 -3.40390 5.66884  0.1979
39 H 2.58380 -2.93767 4.97451  0.1950
40 H -0.76029 -3.73883 4.00717  0.1733
41 H 2.11487 2.84819 -4.28959  0.1519
42 C -3.05733 -0.74184 -1.39725  -0.3946
43 H 3.01055 0.64908 -1.03123  0.2175
44 C -0.05940 1.04112 1.27768  -0.1587
45 C 0.55370 -0.18855 1.11171  -0.3825
46 C 2.49586 3.07763 -2.20122  -0.0795
47 H -2.26327 0.61523 -4.24172  0.1937
48 H -2.32978 2.43705 -2.56401  0.2095
49 H -1.38698 1.45109 -1.44108  0.1991
50 C 1.51378 2.80988 -3.36248  0.0830
51 H 2.90730 4.08008 -2.33828  0.2120
52 O 0.61505 -2.77164 1.56201  -0.9508
53 C 1.66466 -0.32252 0.30272  -0.1751
54 H -3.78201 1.23643 -0.93672  0.2079
55 H -4.10659 0.71019 -2.59047  0.1899
56 C 1.51064 2.00766 -0.27959  0.3317
57 H 1.53323 0.64151 -3.53543  0.1820
58 H 0.26943 0.08599 -5.58042  0.1689
59 C 0.82468 1.43392 -3.25005  -0.2592
60 C -2.41894 -1.49031 -2.56331  -0.3951



Q: Which energy relative to the best compared isomer or geometry (same formula, charge and spin) values were calculated for the entries above? A: 25.4, 91.8, 26.3, in kcal/mol.